No. 1
53
Properties=species:S:1:pos:R:3:forces:R:3 method="wB97M-V/def2-TZVPD" spin_multiplicity=5 energy_ha=-2832.76171 max_force_ev_per_a=1.55 orbital_gap_ev="6.2 / 6.3" de_lowest_kj_mol=165.1 lumo_energy_ev="0.200 / -0.029" homo_ha="-0.2206 / -0.2328"
Fe -0.4057 -0.2979 -2.2357 0.5 -0.2 0.4
C 1.6909 0.0991 1.3386 -0.2 -0.2 -0.4
C 1.3895 -0.9823 0.3025 0.2 0.1 0.1
C 2.3001 -2.2012 0.4926 -0.2 0.3 0.0
O 1.7148 -0.3950 -0.9883 0.3 0.0 -0.2
C -0.3108 -2.5678 -0.6440 0.2 0.7 0.9
O -0.8285 -3.5028 -0.0947 -0.4 -0.5 0.3
O 0.0612 -2.4091 -1.8320 0.1 0.7 -1.2
H 2.6360 0.5640 1.0691 0.1 0.0 0.0
H 1.7643 -0.3252 2.3336 0.0 0.0 0.1
H 0.9082 0.8533 1.3392 0.0 0.1 0.0
H 3.3399 -1.8834 0.5308 0.1 0.0 0.0
H 2.1644 -2.9006 -0.3311 0.0 -0.1 0.0
H 2.0578 -2.7179 1.4154 0.0 0.0 0.1
H 1.8188 -1.1584 -1.5807 -0.1 0.1 0.0
N -0.0132 -1.3455 0.2327 -0.1 -0.4 0.0
C -1.0159 -0.9898 1.1232 0.1 0.0 -0.3
C -2.2959 -0.7505 0.4825 -0.5 0.2 -0.3
C -2.3843 0.0739 -0.6545 0.0 -0.1 0.1
C -3.5847 0.2162 -1.3325 0.0 0.1 -0.1
C -4.7240 -0.4252 -0.8744 0.0 0.0 0.0
C -4.6678 -1.1716 0.2966 -0.2 0.0 -0.2
C -3.4717 -1.3502 0.9563 0.3 0.2 -0.1
C -0.9257 -0.9127 2.5441 0.0 0.1 0.5
C -1.7649 -0.0034 3.2235 0.1 -0.1 -0.2
C -1.6928 0.1487 4.5878 0.0 0.1 0.2
C -0.7968 -0.6023 5.3377 0.0 0.0 0.0
C 0.0106 -1.5300 4.6939 0.1 0.0 0.2
C -0.0446 -1.6827 3.3256 -0.2 -0.1 -0.3
H -1.5466 0.7571 -0.8693 0.0 -0.1 -0.1
H -3.6354 0.8564 -2.2032 0.0 0.0 0.0
H -5.6548 -0.3269 -1.4112 -0.1 0.0 0.0
H -5.5682 -1.6249 0.6845 -0.1 -0.1 0.0
H -3.4149 -1.9724 1.8356 0.0 -0.1 0.1
H -2.4563 0.5990 2.6510 0.0 0.0 0.0
H -2.3283 0.8725 5.0776 -0.1 0.0 0.0
H -0.7395 -0.4741 6.4086 0.0 0.0 0.1
H 0.6887 -2.1397 5.2744 0.0 -0.1 0.0
H 0.5496 -2.4437 2.8457 0.1 -0.1 -0.1
O -0.2218 1.5824 -3.3808 -1.2 -0.9 0.5
S 0.7520 2.4500 -4.1065 1.1 -0.1 0.6
C 1.4031 3.6161 -2.8273 -0.1 0.0 -0.4
C 2.9118 3.5324 -2.9148 0.1 -0.1 0.0
C 3.2263 2.0439 -2.9994 0.0 0.0 0.1
C 2.3291 1.4786 -4.0919 -0.1 0.3 -0.1
H 1.0291 3.2381 -1.8770 -0.1 -0.1 0.0
H 1.0091 4.6117 -3.0117 -0.1 0.0 0.0
H 3.3891 3.9984 -2.0542 0.0 0.1 0.0
H 3.2617 4.0423 -3.8135 0.1 0.1 0.0
H 2.9905 1.5622 -2.0498 0.0 0.0 0.0
H 4.2780 1.8670 -3.2241 0.0 -0.1 0.0
H 2.0434 0.4376 -3.9216 -0.1 0.1 -0.1
H 2.7741 1.5847 -5.0797 0.0 0.0 -0.1

No. 2
10
Properties=species:S:1:pos:R:3:forces:R:3 method="wB97M-V/def2-TZVPD" smiles="O=NOO.NO" spin_multiplicity=1 energy_ha=-412.59287 max_force_ev_per_a=5.11 orbital_gap_ev=8.0 de_lowest_kj_mol=0.0 lumo_energy_ev=-1.067 homo_ha=-0.3317
O 0.4041 1.7152 1.2135 2.0 -2.4 -4.0
N 0.8862 1.1062 0.3185 -3.0 2.4 2.9
O -0.1299 1.0406 -0.9869 -0.2 1.1 1.0
O -1.3798 1.6804 -0.6539 1.6 -0.4 -0.1
H -1.0833 2.6041 -0.6248 -0.4 0.1 -0.1
N 0.4282 -2.1509 0.0235 0.1 0.0 -0.3
O -0.3862 -1.0783 0.5019 -1.0 1.6 -2.2
H 0.6471 -2.6818 0.8666 0.0 0.2 -0.2
H 1.2908 -1.7000 -0.2890 0.1 -0.3 0.2
H -0.6771 -0.5353 -0.3692 0.9 -2.2 2.8

No. 3
39
Properties=species:S:1:pos:R:3:forces:R:3 method="wB97M-V/def2-TZVPD" spin_multiplicity=1 energy_ha=-788.33605 max_force_ev_per_a=3.65 orbital_gap_ev=7.6 charge=+1 lumo_energy_ev=-3.947 homo_ha=-0.4247
C 1.5730 -0.0166 2.3379 -0.3 0.6 -0.5
B 1.2285 0.4386 0.8179 1.8 -0.6 0.5
O 2.2890 0.6186 -0.1118 -2.1 0.6 1.6
N -0.2139 0.7074 0.3988 0.3 0.5 1.0
C -0.9958 1.5110 1.1088 -1.5 1.2 0.4
N -0.7163 2.1957 2.3149 0.6 0.3 -2.8
C -1.4813 3.5193 2.2415 0.3 -2.5 0.1
C -2.7169 3.0065 1.4076 -0.9 3.5 -0.2
N -2.3912 1.7509 0.6978 2.8 -0.5 1.9
C -3.0226 0.4820 1.2114 -0.7 -1.0 -0.2
C -4.5851 0.4940 1.1963 -1.1 -0.2 0.1
N -5.3278 1.2413 1.9271 1.3 -0.6 -0.7
H 2.6574 -0.2844 2.3870 -1.0 0.0 0.0
H 1.4165 0.8461 3.0560 0.2 -0.9 -0.7
H 0.8893 -0.8328 2.6895 0.7 0.6 -0.2
H 2.3826 1.5879 -0.1911 0.2 -0.4 -0.7
H -0.6008 0.2782 -0.4498 0.1 0.6 0.3
H 0.2366 2.5415 2.4516 0.1 -1.3 0.1
H -0.7428 4.1589 1.6767 -1.5 0.1 0.8
H -1.6606 3.7670 3.3182 -0.1 0.4 -1.3
H -2.8468 3.8333 0.6466 -0.2 -1.2 0.4
H -3.6548 3.0776 2.0127 0.8 -1.0 -0.5
H -2.5723 0.2354 2.2158 -1.0 0.2 -0.6
H -2.6833 -0.3457 0.5202 -0.5 0.9 0.7
H -5.1027 -0.2488 0.5191 1.0 0.6 0.5
H -6.3197 1.0408 1.7492 0.4 0.1 0.1
C 3.3665 -3.4636 -3.3253 0.1 0.0 -0.3
C 3.4727 -2.2989 -2.3601 0.1 0.0 0.4
C 2.2192 -1.5076 -2.6849 -0.2 0.0 -0.3
O 1.2336 -2.4529 -3.1197 0.2 0.0 0.1
C 1.8706 -3.7185 -3.3474 -0.2 -0.2 0.1
H 3.9421 -4.3386 -3.0231 0.0 0.0 0.0
H 3.7082 -3.1555 -4.3177 0.0 -0.1 0.0
H 3.4277 -2.6655 -1.3296 0.0 0.0 0.0
H 4.3862 -1.7147 -2.4738 -0.1 0.0 0.0
H 2.3950 -0.8033 -3.5054 0.1 0.1 0.1
H 1.8399 -0.9529 -1.8268 0.0 0.0 -0.1
H 1.5715 -4.3959 -2.5402 0.0 -0.1 -0.1
H 1.5286 -4.1359 -4.2957 -0.1 0.1 0.0

No. 4
9
Properties=species:S:1:pos:R:3:forces:R:3 method="wB97M-V/def2-TZVPD" spin_multiplicity=1 energy_ha=-681.15384 max_force_ev_per_a=3.76 orbital_gap_ev="5.4 / 4.0" de_lowest_kj_mol=802.0 lumo_energy_ev="-2.747 / -3.620" homo_ha="-0.3011 / -0.2814"
C -1.0356 -0.6047 0.0680 -0.9 -0.4 3.6
C -1.1359 0.7491 0.0858 -0.3 0.2 2.4
N 1.8507 -0.0615 -0.0814 -2.6 1.2 0.4
O 2.8054 0.4966 -0.4774 0.6 -1.2 -0.1
O 1.3491 -1.1372 0.0798 2.4 0.2 -0.4
S -0.5242 1.7512 -1.1151 0.3 -0.1 -0.1
H -1.2373 -1.2564 1.0138 -0.1 1.5 -1.7
H -0.5844 -1.1662 -0.6676 0.2 -0.7 -2.0
H -1.4878 1.2289 1.0942 0.3 -0.8 -2.1

No. 5
19
Properties=species:S:1:pos:R:3:forces:R:3 method="wB97M-V/def2-TZVPD" smiles=C[C@H]1CO[C@@H](C)C1 spin_multiplicity=1 energy_ha=-311.04682 max_force_ev_per_a=0.30 orbital_gap_ev=10.8 de_lowest_kj_mol=32.7 lumo_energy_ev=1.125 homo_ha=-0.3545
C -2.1353 0.6889 -0.0880 0.0 0.1 -0.1
C -1.1522 -0.3567 0.4384 0.0 0.0 0.0
C -0.6435 -1.2951 -0.6721 -0.2 -0.2 -0.1
O 0.6216 -0.8133 -1.0689 0.0 0.1 -0.2
C 1.2809 -0.3407 0.0938 0.1 0.1 0.1
C 2.3701 0.6201 -0.3485 0.0 0.0 0.0
C 0.1639 0.2816 0.9503 0.1 0.2 0.1
H -3.0817 0.2371 -0.4068 0.2 0.0 0.0
H -1.7057 1.2131 -0.9499 0.0 0.0 0.1
H -2.3715 1.4349 0.6788 0.1 -0.1 -0.1
H -1.6499 -0.9411 1.2219 0.2 0.1 -0.1
H -0.5587 -2.3303 -0.3139 0.0 0.0 0.1
H -1.2822 -1.2970 -1.5587 0.0 0.0 0.1
H 1.7389 -1.1919 0.6246 -0.1 0.0 0.0
H 3.0983 0.1080 -0.9839 -0.1 0.0 0.1
H 2.8995 1.0482 0.5089 -0.1 -0.1 -0.1
H 1.9256 1.4356 -0.9279 0.0 -0.1 0.1
H 0.1476 1.3636 0.7799 -0.1 -0.1 0.0
H 0.3342 0.1351 2.0221 0.0 -0.1 -0.2

No. 6
17
Properties=species:S:1:pos:R:3:forces:R:3 method="wB97M-V/def2-TZVPD" smiles=CSc1nc[nH]c2nncc1-2 spin_multiplicity=1 energy_ha=-849.32459 max_force_ev_per_a=9.69 orbital_gap_ev=8.4 de_lowest_kj_mol=404.2 lumo_energy_ev=-0.550 homo_ha=-0.3296
C 2.6496 -1.0676 0.2444 4.1 -1.3 -8.7
S 2.3378 0.6615 -0.2191 0.2 -0.2 0.2
C 0.5841 0.8157 -0.1172 -0.3 -2.3 -0.3
N 0.2417 2.1168 -0.1001 -3.8 -0.2 0.7
C -1.1155 2.3561 0.0262 1.9 3.1 -0.2
N -2.1116 1.4181 0.0079 1.4 1.5 0.2
C -1.7505 0.0855 -0.0208 1.3 2.9 -0.5
N -2.5664 -0.8504 -0.0815 -0.9 -4.1 0.4
N -1.6891 -2.0527 -0.1017 -2.9 1.3 -0.4
C -0.4950 -1.6103 -0.1622 3.8 -4.8 -0.4
C -0.3789 -0.2586 -0.1154 1.9 4.5 0.4
H 2.3610 -1.8201 -0.7689 0.6 2.1 3.4
H 2.1872 -1.2249 1.0584 -3.9 -1.7 5.7
H 3.7434 -1.3668 0.4491 -1.4 1.3 -0.5
H -1.2247 3.6300 0.1685 -0.7 -4.3 -0.5
H -3.1191 1.5662 0.0145 0.4 0.6 0.1
H 0.3461 -2.3986 -0.2822 -1.6 1.6 0.4